This record from the Open Molecules 2025 dataset describes 4 unconnected molecules or ions with the total composition C25H60INO13P3 at a distorted geometry. The level of theory is ωB97M-V/def2-TZVPD.

Results
Net charge: +1
Multiplicity: 1
HOMO level (eV): -11.017
Molar mass (g/mol): 802.575

XYZ file:
```
103
Properties=species:S:1:pos:R:3:forces:R:3:lowdin_charge:R:1
C 0.9142 7.2658 -7.2370 0.0 0.5 -0.4 -0.11
C 2.3646 7.4500 -7.7418 -0.6 -0.1 0.3 -0.23
C 3.3656 6.3603 -7.2706 -0.2 0.8 0.2 -0.17
C 2.8521 4.9130 -7.4073 0.7 0.1 -0.9 -0.22
N 3.0363 4.0998 -6.1382 -0.1 0.6 -0.2 -0.49
I 2.9366 2.0599 -6.5463 0.0 -0.2 0.1 1.15
C 2.1484 4.5552 -5.0156 1.3 0.2 1.9 -0.15
C 3.1043 4.7706 -3.7870 0.7 1.2 1.6 -0.29
C 2.6295 5.9611 -2.8030 -1.2 -0.9 -2.0 0.04
O 3.8233 5.9413 -3.8475 -1.3 -1.5 -1.9 -0.09
H 0.3328 8.1389 -7.5682 0.1 -0.3 0.1 0.08
H 0.4176 6.3962 -7.6896 0.1 0.1 0.3 0.07
H 0.8243 7.2551 -6.1406 0.1 -0.2 -0.3 0.07
H 2.3328 7.5262 -8.8380 0.1 -0.2 0.3 0.12
H 2.6965 8.4313 -7.3746 0.2 -0.3 -0.2 0.12
H 3.6492 6.5920 -6.2283 -0.2 -0.3 -0.2 0.11
H 4.2865 6.5090 -7.8524 -0.2 -0.4 0.2 0.12
H 1.8107 4.8174 -7.7282 0.2 0.1 0.3 0.12
H 3.4705 4.4042 -8.1596 -0.3 0.0 0.2 0.10
H 3.9994 4.2929 -5.8433 -0.1 -0.2 -0.1 0.12
H 1.4063 3.8189 -4.6982 -0.1 0.1 -0.7 0.12
H 1.7503 5.5464 -5.2433 -0.2 -0.4 -0.3 0.10
H 3.5415 3.8779 -3.3163 0.0 0.4 -0.1 0.15
H 2.6405 7.0592 -2.9194 0.4 0.0 2.3 0.15
H 1.6055 5.8916 -3.3200 0.5 0.9 -0.5 0.08
O 2.9354 -3.1495 -0.5746 2.7 2.2 -0.8 -0.22
P 2.4132 -2.5245 -1.8266 -6.7 -3.7 -0.2 0.60
O 1.0123 -1.8261 -1.3125 1.1 0.6 -0.2 -0.20
C 0.9456 -1.1259 -0.0733 -0.3 0.2 0.4 -0.29
C 1.1417 0.3658 -0.2636 0.1 0.0 -0.2 -0.07
O 1.8301 -3.8387 -2.5899 0.7 0.5 -0.4 -0.21
C 2.2828 -5.1512 -2.2445 -0.1 -0.3 0.3 -0.28
C 1.3338 -5.7958 -1.2552 -0.3 0.0 0.0 -0.07
O 2.3230 -1.7575 -3.2984 2.6 0.4 1.1 -0.18
C 2.6487 -0.3827 -3.4135 -0.1 0.5 -0.1 -0.32
C 4.0119 -0.0378 -2.8462 0.0 -0.2 -0.1 -0.08
H 1.6681 -1.5091 0.6490 0.0 -0.2 -0.1 0.11
H -0.0498 -1.3070 0.3368 0.0 -0.1 -0.1 0.12
H 2.1565 0.5832 -0.6112 0.0 0.0 0.1 0.06
H 0.9857 0.8995 0.6751 0.0 0.0 0.0 0.07
H 0.4445 0.7603 -1.0058 -0.1 0.0 0.1 0.08
H 3.3009 -5.1246 -1.8577 -0.1 0.1 0.1 0.10
H 2.3079 -5.7379 -3.1642 -0.1 0.2 -0.1 0.12
H 1.1258 -5.1387 -0.4114 0.3 0.0 0.0 0.05
H 1.7435 -6.7333 -0.8768 0.0 0.0 0.0 0.08
H 0.3755 -6.0036 -1.7364 0.0 -0.1 0.0 0.08
H 1.8582 0.2217 -2.9574 0.0 -0.1 0.1 0.10
H 2.6364 -0.1505 -4.4822 -0.1 -0.2 0.0 0.04
H 4.0862 -0.3073 -1.7880 0.0 0.1 0.0 0.07
H 4.2088 1.0324 -2.9415 0.0 0.0 0.1 0.07
H 4.7952 -0.5835 -3.3747 0.0 0.0 0.0 0.09
O -0.5142 2.7128 5.8485 0.3 3.2 1.3 -0.23
P -0.8804 3.5214 4.6474 -1.3 -5.5 -4.8 0.59
O -2.3841 2.9561 4.2860 0.3 1.0 0.6 -0.20
C -3.3471 2.7103 5.3080 -0.5 -0.2 0.2 -0.28
C -4.2788 3.8930 5.4906 0.1 0.1 -0.1 -0.08
O 0.0069 2.7543 3.5061 0.3 0.8 0.1 -0.22
C 1.1271 1.9510 3.8733 0.0 -0.3 0.1 -0.30
C 0.7287 0.4917 3.9734 -0.1 -0.1 -0.1 -0.07
O -1.0130 4.7657 3.5677 1.0 0.8 2.6 -0.19
C -1.8061 5.9082 3.8837 -0.4 0.5 -0.1 -0.28
C -1.4447 6.5339 5.2145 0.2 -0.1 0.0 -0.08
H -2.8745 2.4554 6.2577 0.2 0.0 -0.1 0.11
H -3.9269 1.8415 4.9910 0.1 0.0 -0.1 0.12
H -3.7351 4.7613 5.8721 0.0 0.0 0.1 0.06
H -5.0718 3.6541 6.2003 0.0 0.0 0.0 0.08
H -4.7366 4.1780 4.5418 0.0 -0.1 0.0 0.08
H 1.5732 2.3035 4.8026 -0.1 0.0 0.0 0.10
H 1.8822 2.0717 3.0923 -0.1 0.1 -0.1 0.11
H -0.1581 0.3543 4.5911 0.1 0.1 0.1 0.08
H 1.5412 -0.1049 4.3915 0.0 0.0 0.0 0.08
H 0.4834 0.1006 2.9824 0.1 0.0 0.0 0.06
H -2.8654 5.6442 3.8374 0.0 -0.2 0.1 0.10
H -1.6347 6.6354 3.0882 0.1 -0.2 -0.1 0.12
H -1.5489 5.8166 6.0368 -0.1 0.0 0.0 0.07
H -2.0876 7.3897 5.4222 0.0 0.0 0.0 0.09
H -0.4071 6.8715 5.2090 0.0 0.0 0.0 0.08
O -2.0116 -8.0122 3.7536 2.4 2.4 -1.0 -0.23
P -2.7195 -7.3923 2.5923 -6.4 -4.0 0.2 0.59
O -4.0995 -6.8196 3.2878 1.0 0.7 -0.2 -0.20
C -4.0727 -6.1626 4.5502 -0.2 0.2 0.4 -0.29
C -4.0107 -4.6549 4.3920 0.1 0.0 -0.2 -0.08
O -3.2910 -8.7307 1.8531 0.6 0.4 -0.4 -0.21
C -2.7083 -10.0103 2.1000 0.0 -0.3 0.2 -0.29
C -3.4875 -10.7564 3.1652 -0.2 0.0 0.0 -0.08
O -3.0257 -6.5994 1.1735 2.8 0.4 1.0 -0.18
C -2.8098 -5.1955 1.0719 -0.1 0.6 -0.2 -0.28
C -1.4201 -4.7741 1.5017 0.1 -0.2 0.0 -0.07
H -3.2442 -6.5087 5.1702 0.0 -0.2 -0.1 0.11
H -4.9971 -6.4321 5.0645 0.0 -0.1 -0.1 0.12
H -3.0636 -4.3500 3.9386 0.0 0.0 0.1 0.06
H -4.0945 -4.1609 5.3612 0.0 0.0 0.0 0.08
H -4.8172 -4.2977 3.7493 0.0 0.0 0.1 0.08
H -1.6573 -9.9145 2.3718 -0.1 0.1 0.1 0.10
H -2.7450 -10.5686 1.1625 -0.1 0.2 -0.1 0.11
H -3.6466 -10.1421 4.0511 0.2 0.0 0.0 0.07
H -2.9664 -11.6689 3.4597 0.0 0.0 0.0 0.08
H -4.4757 -11.0266 2.7872 0.0 0.0 0.0 0.08
H -3.5830 -4.6628 1.6314 0.0 -0.1 0.1 0.10
H -2.9542 -4.9334 0.0222 0.0 -0.2 0.0 0.12
H -1.2118 -5.0698 2.5365 -0.1 0.1 0.0 0.07
H -1.3086 -3.6915 1.4239 0.0 0.0 0.0 0.08
H -0.6667 -5.2479 0.8722 0.0 0.0 0.0 0.06
```
Positions in Å, forces in eV/Å.